[1]
Here is a 9-piece molecular cluster, C26H62O9S5 overall from OMol25. Energies are from the ωB97M-V functional and the def2-TZVPD basis.

Element x y z (Å)
C 0.860 4.307 2.730
C 1.708 4.700 1.541
C 0.998 4.085 0.353
O -0.331 4.086 0.738
C -0.526 4.526 2.078
H 1.046 4.877 3.640
H 0.997 3.255 2.981
H 2.732 4.328 1.583
H 1.680 5.789 1.495
H 1.420 3.105 0.130
H 1.040 4.739 -0.517
H -1.298 3.950 2.587
H -0.809 5.572 1.960
C 3.188 0.238 3.066
C 2.868 1.272 4.074
C 3.635 0.763 5.294
O 4.844 0.281 4.670
C 4.623 -0.214 3.342
H 3.035 0.682 2.083
H 2.521 -0.619 3.165
H 1.792 1.309 4.247
H 3.191 2.255 3.733
H 3.031 0.029 5.827
H 3.918 1.590 5.944
H 4.737 -1.290 3.212
H 5.296 0.221 2.602
C -2.237 -5.937 0.651
C -2.074 -5.135 -0.663
C -0.582 -5.093 -0.724
O -0.183 -4.834 0.608
C -1.196 -5.277 1.533
H -2.100 -6.981 0.369
H -3.243 -5.784 1.043
H -2.501 -4.136 -0.570
H -2.522 -5.673 -1.498
H -0.312 -4.300 -1.422
H -0.231 -6.057 -1.092
H -1.605 -4.473 2.145
H -0.753 -6.034 2.179
C -0.640 0.140 -0.703
C 0.313 -0.882 -0.163
C -0.363 -1.245 1.138
O -1.644 -0.719 1.169
C -1.597 0.502 0.385
H -1.211 -0.236 -1.552
H -0.020 0.974 -1.030
H 1.287 -0.499 0.139
H 0.417 -1.748 -0.817
H 0.222 -0.845 1.966
H -0.491 -2.304 1.363
H -1.370 1.358 1.021
H -2.624 0.527 0.021
C 5.739 0.013 -1.596
S 4.282 -0.009 -0.506
O 3.090 0.153 -1.431
C 4.507 -1.753 0.120
H 5.813 1.040 -1.952
H 5.445 -0.692 -2.375
H 6.698 -0.281 -1.171
H 5.450 -1.862 0.656
H 4.644 -2.428 -0.725
H 3.721 -2.000 0.833
C -3.598 2.134 3.908
S -5.340 2.182 3.254
O -5.473 3.639 2.775
C -4.839 1.258 1.751
H -3.091 2.848 3.258
H -3.099 1.188 3.699
H -3.605 2.388 4.968
H -5.673 0.985 1.104
H -4.323 0.335 2.018
H -4.207 1.974 1.225
C 1.763 -2.568 -3.628
S 1.853 -1.323 -5.010
O 1.426 -2.064 -6.306
C 0.467 -0.224 -4.635
H 2.349 -3.456 -3.864
H 0.747 -2.872 -3.373
H 2.227 -2.018 -2.809
H -0.404 -0.879 -4.651
H 0.446 0.580 -5.370
H 0.635 0.207 -3.648
C 0.043 4.138 -3.423
S -1.785 4.222 -3.720
O -1.854 4.096 -5.259
C -2.290 2.638 -3.049
H 0.318 4.093 -2.370
H 0.420 5.076 -3.831
H 0.555 3.298 -3.891
H -1.848 1.874 -3.689
H -3.376 2.652 -3.138
H -1.974 2.658 -2.006
C -4.498 -1.927 -0.979
S -4.049 -1.441 -2.712
O -3.407 -0.065 -2.459
C -2.538 -2.538 -3.001
H -5.255 -1.250 -0.584
H -3.616 -1.872 -0.340
H -4.814 -2.970 -0.992
H -1.779 -2.379 -2.235
H -2.057 -2.344 -3.960
H -2.785 -3.598 -2.937

Forces on atoms 1 to 6 (eV/Å):
C -0.71 0.08 -0.30
C 1.18 0.09 0.22
C 0.62 1.18 0.31
O -2.15 -1.37 -0.14
C 0.88 -0.21 0.14
H -0.07 0.18 -0.16

Properties
Total energy, eV: -100563.3860
Max |F|, hartree/bohr: 0.0584
Kohn-Sham gap, eV: 8.580



[2]
Here is a 11-piece molecular cluster, C26H63BrN12O24 overall from OMol25. Energies are from the ωB97M-V functional and the def2-TZVPD basis.

Element x y z (Å)
C 0.864 -0.074 3.589
C 1.097 -1.072 2.445
N -0.130 -1.839 2.093
C -0.385 -2.891 3.080
C -1.865 -3.270 3.245
C -2.603 -2.383 4.252
Br -3.964 -3.477 5.203
O -3.132 -1.183 3.807
C -4.088 -1.221 2.746
C -3.464 -0.841 1.403
C -3.105 0.634 1.151
C -2.449 1.357 2.327
C -1.648 2.645 1.991
C -1.629 3.069 0.535
O -0.787 4.210 0.418
C -0.254 4.362 -0.877
C -5.326 -0.385 3.095
N -6.383 -0.585 2.107
O -5.739 -0.786 4.367
C -6.943 -0.193 4.808
C 0.130 -2.366 0.787
C -0.298 -1.530 -0.382
O 0.725 -3.406 0.617
H 1.327 -0.442 4.507
H -0.206 -0.021 3.794
H 1.259 0.914 3.356
H 1.454 -0.564 1.543
H 1.878 -1.790 2.714
H 0.187 -3.796 2.859
H -0.029 -2.541 4.054
H -2.375 -3.337 2.281
H -1.870 -4.278 3.661
H -1.909 -2.110 5.047
H -4.468 -2.251 2.661
H -4.159 -1.163 0.622
H -2.559 -1.435 1.295
H -4.020 1.169 0.858
H -2.459 0.648 0.270
H -1.773 0.662 2.821
H -3.196 1.603 3.084
H -2.050 3.478 2.578
H -0.608 2.539 2.312
H -2.628 3.300 0.148
H -1.193 2.265 -0.075
H 0.073 5.397 -0.998
H -0.992 4.136 -1.655
H 0.613 3.704 -1.025
H -5.095 0.689 3.079
H -6.359 0.128 1.391
H -6.321 -1.494 1.665
H -7.043 0.838 4.447
H -7.818 -0.761 4.485
H -6.909 -0.175 5.898
H -1.383 -1.480 -0.476
H 0.096 -0.513 -0.308
H 0.091 -1.994 -1.289
C 0.357 -5.898 -1.520
N 0.513 -6.119 -2.979
O -0.486 -6.081 -3.672
O 1.634 -6.303 -3.407
H -0.691 -5.742 -1.310
H 0.734 -6.780 -1.010
H 0.944 -5.022 -1.257
C -4.319 -5.245 -1.535
N -3.244 -4.621 -0.721
O -3.189 -3.412 -0.668
O -2.480 -5.370 -0.148
H -4.912 -4.453 -1.977
H -3.833 -5.853 -2.293
H -4.908 -5.866 -0.867
C 1.966 6.537 1.677
N 2.964 6.217 0.624
O 3.006 6.923 -0.363
O 3.682 5.255 0.811
H 1.404 7.407 1.361
H 1.322 5.666 1.778
H 2.506 6.731 2.599
C 6.177 6.272 2.759
N 5.475 7.009 3.843
O 4.556 7.739 3.523
O 5.856 6.825 4.975
H 5.720 6.542 1.815
H 7.226 6.550 2.789
H 6.058 5.212 2.962
C 4.192 -1.775 0.057
N 4.690 -1.138 1.310
O 4.240 -1.547 2.359
O 5.506 -0.249 1.193
H 3.469 -2.538 0.324
H 3.741 -0.991 -0.546
H 5.052 -2.197 -0.455
C -1.192 -5.887 7.824
N -0.410 -5.486 6.622
O 0.629 -6.066 6.394
O -0.884 -4.599 5.945
H -0.659 -6.684 8.327
H -1.288 -5.007 8.452
H -2.168 -6.209 7.475
C 1.383 -3.615 -5.459
N 0.736 -2.614 -4.567
O -0.142 -1.915 -5.022
O 1.134 -2.566 -3.416
H 0.925 -3.552 -6.435
H 2.442 -3.380 -5.492
H 1.218 -4.587 -5.007
C 3.557 5.989 -3.215
N 3.840 5.568 -4.615
O 3.291 6.176 -5.515
O 4.602 4.642 -4.771
H 2.864 6.820 -3.239
H 3.135 5.133 -2.698
H 4.500 6.272 -2.760
C 1.870 7.782 -7.806
N 0.644 8.624 -7.844
O 0.767 9.820 -7.679
O -0.408 8.051 -8.035
H 2.722 8.427 -7.625
H 1.746 7.061 -7.008
H 1.945 7.281 -8.766
C 3.459 -3.996 -9.373
N 2.147 -4.625 -9.057
O 1.988 -5.076 -7.940
O 1.322 -4.642 -9.941
H 4.088 -4.056 -8.493
H 3.886 -4.544 -10.207
H 3.262 -2.967 -9.657

Forces on atoms 1 to 6 (eV/Å):
C -0.09 -0.59 0.09
C -0.10 0.05 0.12
N 0.11 0.08 -0.22
C -0.20 -0.03 0.40
C 0.11 -0.28 0.05
C 0.36 0.36 -0.18

Properties
Total energy, eV: -165018.5797
SMILES string: CCN(CC[C@H](Br)O[C@H](CCCCCOC)[C@@H](N)OC)C(C)=O.C[N+](=O)[O-].C[N+](=O)[O-].C[N+](=O)[O-].C[N+](=O)[O-].C[N+](=O)[O-].C[N+](=O)[O-].C[N+](=O)[O-].C[N+](=O)[O-].C[N+](=O)[O-].C[N+](=O)[O-]
Max |F|, hartree/bohr: 0.0117
Kohn-Sham gap, eV: 8.959



no.,highest occupied orbital energy (eV)
1,-8.5
2,-9.1